The following is a DFT calculation (ωB97M-V/def2-TZVPD) of a cluster of 2 separate species, C15H18O2 in total at a distorted geometry.

The geometry in XYZ format:
```
35
Properties=species:S:1:pos:R:3:forces:R:3:nbo_charge:R:1
C -0.5046 0.2758 3.2070 -0.4 -1.2 -2.8 -0.615
C -1.3005 -0.9687 2.8013 -0.6 2.0 -3.2 -0.405
C -0.7507 -1.5836 1.5226 -3.6 0.4 1.2 -0.024
C -1.4775 -2.5820 0.8712 -0.1 -0.8 2.0 -0.185
C -0.9747 -3.1985 -0.2338 1.3 1.0 -1.1 -0.260
C 0.1476 -2.6016 -0.9013 -0.8 -0.1 4.1 0.265
O 0.7909 -3.1483 -1.9099 0.6 0.6 -4.1 -0.668
C 0.7740 -1.5694 -0.2251 1.9 2.2 -3.1 -0.229
C 0.2445 -0.9812 0.8951 1.6 -0.8 -1.6 -0.227
H -0.8718 0.6148 4.0913 0.0 0.8 3.1 0.217
H -0.6302 1.1143 2.5584 -0.9 0.6 -0.9 0.193
H 0.5346 0.1009 2.9716 0.6 -0.3 1.6 0.217
H -1.2029 -1.6890 3.4934 0.3 -2.5 2.9 0.203
H -2.4005 -0.8543 2.6431 0.7 0.5 0.3 0.204
H -2.3664 -2.9922 1.4149 0.8 0.2 -0.7 0.204
H -1.3849 -4.1330 -0.4822 -0.5 -0.9 -1.0 0.218
H 0.9736 -2.3768 -2.5523 -0.1 -2.0 1.3 0.485
H 1.6748 -1.0228 -0.8136 -2.0 -1.4 1.5 0.197
H 0.5929 -0.0681 1.2253 1.1 1.4 0.5 0.208
C 2.4396 2.4036 0.0712 1.4 -1.7 -0.5 -0.628
C 1.2996 1.9962 -0.7673 -2.7 0.2 1.3 -0.050
C -0.0159 1.9413 -0.1795 1.8 0.7 -1.6 -0.195
C -1.1194 1.6579 -0.9482 -2.3 0.5 2.1 -0.269
C -0.9678 1.2756 -2.2284 1.4 -0.6 -4.2 0.267
O -1.8661 1.0318 -3.2462 0.0 2.2 -0.1 -0.701
C 0.3029 1.2942 -2.8312 2.4 -0.8 -1.7 -0.249
C 1.4083 1.6280 -2.0958 3.5 -0.1 0.1 -0.191
H 2.7258 3.4244 0.0548 0.2 1.2 -0.7 0.224
H 3.3285 1.7689 -0.3023 -1.0 1.0 1.3 0.215
H 2.1450 2.2935 1.1015 0.4 -0.7 0.6 0.216
H -0.2881 2.2399 0.8119 0.7 0.2 0.6 0.209
H -2.0958 1.8596 -0.4065 1.0 -0.8 -1.2 0.229
H -2.4195 0.3016 -3.1753 -1.5 -2.0 0.8 0.483
H 0.6851 1.0154 -3.9265 -2.2 0.4 2.2 0.235
H 2.5697 1.5317 -2.5094 -3.3 0.4 0.7 0.205
```
Positions in Å, forces in eV/Å.

Its HOMO energy is -0.307 Ha. As for the energy relative to the best compared isomer or geometry (same formula, charge and spin): 3.782 eV. As for the structure (SMILES): CCc1ccc(O)cc1.Cc1ccc(O)cc1.



The following is a DFT calculation (ωB97M-V/def2-TZVPD) of a cluster of 2 separate species, C15H18O2 in total at a distorted geometry.

The geometry in XYZ format:
```
35
Properties=species:S:1:pos:R:3:forces:R:3:lowdin_spin:R:1
C -2.0641 2.3931 -1.0467 -0.1 -0.5 -0.2 0.000
C 0.5041 2.4950 2.3690 0.8 -1.6 -0.1 0.000
C 0.6406 1.4053 1.4846 -1.2 1.8 -1.2 0.000
C -0.4195 3.5056 2.2069 0.6 0.4 -0.5 0.000
C -0.1485 1.4705 0.3300 -0.1 0.2 0.4 0.000
C -1.1647 3.5230 1.0060 -0.9 -1.1 1.4 0.000
C -1.2014 2.4057 0.1716 2.2 0.4 -0.1 0.000
O 1.3159 2.5020 3.4648 0.0 0.1 1.4 0.000
H 1.3933 0.6431 1.5583 0.4 0.0 0.3 0.000
H 2.2392 2.7407 3.3353 -0.2 0.0 -0.5 0.000
H -0.3411 4.2481 3.0294 -0.6 -0.1 -1.1 0.000
H 0.2141 0.9204 -0.5311 -0.6 -0.5 0.0 0.000
H -1.8673 4.2914 0.7480 -0.1 0.6 0.3 0.000
H -1.7470 1.5757 -1.6910 0.2 -0.1 -0.2 0.000
H -1.9073 3.3223 -1.6192 -0.8 -0.3 0.2 0.000
H -3.1062 2.1113 -0.7762 0.4 0.9 -0.3 0.000
C 2.3779 -2.0986 0.0302 0.0 -1.0 1.7 0.048
C 2.1794 -2.6557 1.5340 1.5 0.5 -1.9 0.021
C 1.0954 -2.1402 -0.7183 1.8 1.5 1.0 0.244
C -0.0545 -1.5290 -0.1430 -1.3 -1.9 -1.7 0.053
C 1.1539 -2.5365 -2.0467 0.0 -2.2 -1.7 0.051
C -1.1974 -1.5645 -0.9060 0.3 0.7 1.0 0.076
C 0.0117 -2.5901 -2.8034 2.0 0.0 0.1 0.101
C -1.1561 -2.1177 -2.2102 -2.1 0.6 -0.7 0.198
O -2.2563 -2.1466 -2.9668 -0.2 -0.4 1.0 0.178
H 2.7754 -1.0861 0.0261 -0.2 0.4 0.2 0.023
H 3.1910 -2.6895 -0.4407 -0.7 0.1 0.1 0.002
H 3.1994 -2.6070 1.9679 -0.8 -0.5 0.0 0.002
H -0.0900 -1.2709 0.8819 0.1 0.7 0.7 0.000
H 2.0645 -3.0754 -2.4515 -1.0 1.2 0.6 -0.001
H -2.1053 -1.0627 -0.5474 0.2 -0.4 -0.2 0.001
H 0.1001 -2.9980 -3.7957 -0.6 0.0 -0.2 0.001
H -3.0863 -2.0964 -2.4253 0.9 0.3 -0.6 0.001
H 1.8047 -3.6618 1.3551 0.2 -0.2 0.7 0.000
H 1.5228 -2.0980 2.1798 -0.3 0.3 0.0 0.000
```
Positions in Å, forces in eV/Å.

Its HOMO energy (spin up / spin down) is -0.412 / -0.412 Ha. As for the expectation value of S²: 0.766. As for the energy relative to the best compared isomer or geometry (same formula, charge and spin): 1.095 eV. Its multiplicity is 2. The charge is +1.



The following is a DFT calculation (ωB97M-V/def2-TZVPD) of a structure of composition C15H19Br30F3N5 at a distorted geometry.

The geometry in XYZ format:
```
72
Properties=species:S:1:pos:R:3:forces:R:3:lowdin_charge:R:1
C -1.2874 -2.3441 -0.0269 0.5 0.0 0.7 -0.235
N -1.6761 -1.5723 -1.2954 -1.1 -1.1 0.5 -0.138
C -2.9072 -2.1868 -1.9441 0.4 1.3 0.9 -0.142
N -2.4859 -3.5734 -2.4246 1.6 0.5 -2.1 -0.049
N -3.0665 -4.6842 -1.8328 3.7 -5.5 -3.6 0.085
C -2.4140 -5.8838 -2.4829 1.8 4.1 -1.3 -0.083
N -1.3805 -5.4715 -3.5367 -3.4 4.6 5.5 -0.088
C -1.4453 -3.9702 -3.4642 -2.5 -4.3 2.9 -0.138
N -0.6774 -3.0970 -4.1894 -0.2 0.3 -0.1 0.181
C 0.3704 -3.3875 -5.2101 2.4 0.6 -2.2 -0.218
F 1.6358 -2.7099 -4.7472 -4.2 -2.4 -1.6 0.023
F 0.6837 -4.7726 -5.5420 -1.6 5.1 1.7 0.085
F 0.0228 -2.6929 -6.5049 1.1 -2.4 4.6 0.026
H -2.1825 -2.4235 0.7498 1.8 0.0 -1.8 0.018
H -0.4337 -1.6844 0.4834 -2.3 -2.6 -1.2 -0.097
H -0.8196 -3.3983 -0.2498 -1.1 2.0 0.2 0.100
H -1.8816 -0.5993 -0.9785 -0.1 -1.0 -0.7 0.068
H -3.3116 -1.5038 -2.8226 0.9 -1.6 1.7 0.159
H -3.7358 -2.3029 -1.1221 1.2 -0.3 -1.8 0.144
H -3.7802 -4.7898 -1.0790 0.9 1.0 -0.9 0.188
H -2.5716 -7.0319 -2.3167 0.0 2.7 0.1 0.144
H -0.8489 -2.0674 -3.9724 0.7 -1.7 -0.5 0.192
C 1.2748 1.1392 1.9373 0.4 0.4 0.4 -1.542
Br 0.1400 0.2023 0.6650 0.9 1.6 0.6 0.711
Br 2.6663 2.1661 1.0465 -0.5 -0.3 0.2 0.580
Br 0.2361 2.2374 3.1617 0.3 -0.3 -0.4 0.569
H 1.7773 0.3757 2.5403 -0.3 0.3 -0.3 -0.015
C 2.5262 0.9945 -5.6333 0.1 -0.2 0.0 -1.584
Br 4.3789 1.0276 -5.0407 -0.5 0.0 -0.2 0.563
Br 1.3503 1.9114 -4.3840 0.3 -0.3 -0.3 0.503
Br 2.3332 1.6783 -7.4442 0.0 -0.1 0.4 0.566
H 2.2156 -0.0553 -5.6531 0.2 0.5 0.0 -0.048
C 3.3814 3.1177 6.3371 0.2 0.2 0.1 -1.567
Br 2.2225 1.9535 7.3792 0.1 0.3 -0.3 0.512
Br 4.2352 2.1652 4.8714 -0.3 0.2 0.3 0.539
Br 2.4448 4.7069 5.7196 0.2 -0.5 0.1 0.528
H 4.1793 3.4565 7.0061 -0.3 -0.2 -0.3 -0.019
C -3.4999 -2.9465 4.2343 0.1 -0.1 0.4 -1.577
Br -4.6347 -3.8834 2.9620 0.2 0.2 0.2 0.536
Br -2.1084 -1.9196 3.3436 -0.4 -0.1 0.4 0.607
Br -4.5385 -1.8483 5.4588 0.3 -0.4 -0.5 0.566
H -2.9974 -3.7100 4.8374 -0.2 0.3 -0.3 -0.018
C -4.0304 -7.7666 -6.1546 -0.6 0.0 -0.4 -1.565
Br -2.9810 -6.6022 -5.0025 -1.0 -1.2 -1.7 0.780
Br -3.3199 -7.8252 -7.9646 -0.1 0.0 0.6 0.583
Br -4.2286 -9.5471 -5.3967 0.1 0.5 -0.1 0.573
H -5.0338 -7.3329 -6.2188 0.4 -0.2 0.0 -0.022
C 6.3455 -0.8516 7.4325 0.2 -0.1 0.1 -1.593
Br 5.2106 -1.7885 6.1602 0.2 0.3 0.3 0.536
Br 7.7370 0.1753 6.5417 -0.4 -0.2 0.2 0.553
Br 5.3068 0.2466 8.6569 0.3 -0.3 -0.4 0.542
H 6.8479 -1.6151 8.0355 -0.2 0.3 -0.3 -0.023
C 1.0265 8.4578 5.9631 0.0 0.0 0.3 -1.603
Br 2.9104 8.5734 5.4920 -0.5 0.0 0.1 0.546
Br 0.1721 10.2054 5.9641 0.2 -0.5 -0.1 0.566
Br 0.0755 7.1877 4.8376 0.2 0.3 0.2 0.524
H 0.9761 8.0766 6.9884 0.0 0.2 -0.5 -0.020
C -1.2381 4.9763 -2.9451 -0.1 0.4 -0.1 -1.585
Br -0.1887 6.1407 -1.7930 -0.3 -0.4 -0.3 0.579
Br -0.5277 4.9177 -4.7551 -0.2 0.1 0.5 0.531
Br -1.4363 3.1958 -2.1872 0.1 0.3 -0.1 0.504
H -2.2416 5.4100 -3.0094 0.4 -0.2 0.1 -0.021
C -3.3940 1.6442 7.8082 0.0 -0.2 0.2 -1.600
Br -1.5011 2.0495 7.6152 -0.5 0.0 0.0 0.532
Br -4.2378 2.7563 9.1629 0.2 -0.3 -0.4 0.570
Br -4.3317 1.7393 6.1065 0.2 0.1 0.4 0.521
H -3.4654 0.6080 8.1551 0.0 0.5 -0.2 -0.027
C 4.3679 5.2014 -7.7444 -0.1 -0.1 -0.2 -1.611
Br 3.2238 5.5074 -6.2011 0.3 -0.1 -0.3 0.527
Br 4.8100 6.8610 -8.6579 -0.1 -0.4 0.3 0.566
Br 5.9601 4.1870 -7.2752 -0.4 0.3 -0.1 0.543
H 3.7959 4.5903 -8.4503 0.3 0.3 0.3 -0.039
```
Positions in Å, forces in eV/Å.

Its HOMO energy is -0.418 Ha. The charge is +1.



The following is a DFT calculation (ωB97M-V/def2-TZVPD) of a cluster of 3 separate species, C15H19Br4F9NO7S in total at a distorted geometry.

The geometry in XYZ format:
```
56
Properties=species:S:1:pos:R:3:forces:R:3:nbo_charge:R:1
O 1.6706 2.3866 0.4522 1.2 -0.4 -0.2 -0.613
C 2.8081 2.0469 0.1869 -0.9 0.0 0.4 0.834
O 3.8550 2.5869 0.8568 -0.5 0.5 -0.4 -0.668
C 3.1254 1.0566 -0.9352 0.0 0.7 0.6 -0.539
C 2.4444 -0.2773 -0.6363 0.4 -0.5 0.1 -0.160
C 3.1980 -1.0285 0.5043 -0.2 0.4 0.0 0.762
O 3.4543 -0.2790 1.4680 -0.1 0.7 -0.4 -0.786
O 3.4126 -2.2205 0.3534 0.1 -1.0 -0.1 -0.718
N 2.2165 -1.1926 -1.8054 -0.5 1.6 -0.6 -0.669
C 0.8064 -1.2301 -2.2407 -0.4 -0.5 0.0 -0.238
C 0.1881 -2.4601 -1.6016 0.4 0.2 0.1 -0.067
O -1.1866 -2.5054 -1.9493 0.1 0.0 0.1 -0.541
C -1.9385 -3.4470 -1.2429 0.0 -0.1 -0.3 -0.117
C -3.0966 -2.7902 -0.5180 -0.2 -0.4 -0.1 0.618
F -2.7209 -2.1594 0.6095 0.2 0.2 0.2 -0.315
F -3.9251 -3.8019 -0.1320 -0.1 -0.1 0.0 -0.330
C -3.9515 -1.8250 -1.3879 0.3 0.2 0.3 0.581
F -3.9477 -2.2745 -2.6497 0.1 -0.2 -0.4 -0.303
F -5.2282 -1.8795 -0.9682 -0.3 0.1 0.2 -0.307
C -3.5128 -0.3203 -1.3691 -0.2 0.0 -0.2 0.573
F -2.2285 -0.1696 -1.0174 0.2 0.0 0.2 -0.301
F -3.6376 0.1575 -2.6262 0.0 0.1 -0.2 -0.310
C -4.3442 0.6104 -0.4677 0.3 0.0 0.1 0.511
F -5.5278 0.8648 -1.0537 -0.3 -0.1 0.1 -0.320
F -4.5374 0.0562 0.7465 -0.2 -0.1 0.1 -0.322
S 3.2368 -1.1306 -3.0439 0.4 -1.4 0.4 2.557
O 4.5705 -0.9627 -2.5934 -0.1 0.4 -0.1 -0.904
O 2.9148 -2.1582 -3.9772 -0.1 0.2 0.0 -0.931
F 2.8382 0.2073 -3.7953 0.0 0.3 -0.2 -0.509
H 4.6730 2.4533 0.3680 0.0 -0.4 0.1 0.480
H 2.7295 1.5347 -1.8318 0.0 -0.1 -0.1 0.232
H 4.2050 0.9449 -1.0118 0.0 -0.2 -0.2 0.227
H 1.4594 -0.0430 -0.2326 -0.1 -0.1 -0.1 0.234
H 0.7126 -1.3033 -3.3235 0.1 -0.1 0.0 0.223
H 0.2757 -0.3267 -1.9357 0.1 0.0 0.1 0.208
H 0.3396 -2.4066 -0.5179 -0.1 0.0 0.0 0.190
H 0.7266 -3.3392 -1.9686 -0.1 -0.1 0.0 0.186
H -2.3703 -4.1708 -1.9396 -0.1 0.0 0.0 0.200
H -1.3636 -4.0141 -0.5069 0.1 0.2 0.1 0.208
H -3.7979 1.5427 -0.3285 0.0 0.0 -0.1 0.163
Br -3.9025 3.6441 -1.9291 -0.1 0.2 -0.2 -0.004
C -4.0227 5.4978 -1.3633 0.2 -0.1 -0.1 -0.450
C -4.0336 5.6255 0.1366 -0.1 0.1 0.1 -0.448
Br -5.7492 5.1138 0.8945 0.0 -0.1 0.0 -0.016
H -4.9159 5.9069 -1.8236 0.0 0.0 0.0 0.228
H -3.1432 5.9876 -1.7748 0.0 0.0 0.0 0.231
H -3.8802 6.6615 0.4290 0.0 0.0 0.0 0.227
H -3.2842 4.9988 0.6085 0.0 0.0 0.0 0.238
Br 3.6174 -0.9131 3.9653 0.6 -0.2 0.6 0.087
C 4.6609 -1.5360 5.4916 -0.4 0.0 -0.1 -0.507
C 4.0311 -1.2805 6.8369 0.1 0.0 0.1 -0.426
Br 4.1681 0.5903 7.3741 -0.1 0.0 0.0 -0.045
H 5.6336 -1.0617 5.4035 0.0 0.0 0.1 0.217
H 4.7635 -2.6101 5.3446 0.1 0.0 0.1 0.218
H 4.5375 -1.8338 7.6259 0.0 0.0 0.0 0.208
H 2.9737 -1.5237 6.8427 0.0 0.0 0.0 0.223
```
Positions in Å, forces in eV/Å.

Its HOMO energy is -0.194 Ha. As for the energy relative to the best compared isomer or geometry (same formula, charge and spin): 0.000 eV. The charge is -1.



The following is a DFT calculation (ωB97M-V/def2-TZVPD) of a cluster of 2 separate species, C15H19BrFN2O8Si in total at a distorted geometry.

The geometry in XYZ format:
```
47
Properties=species:S:1:pos:R:3:forces:R:3:nbo_charge:R:1
C -3.5581 -0.7884 1.8592 0.4 0.3 -0.8 -0.242
C -3.1861 0.1401 1.1471 0.7 -1.3 -1.0 -0.044
C -2.5889 0.9435 -0.0798 -3.3 -0.1 1.8 -0.362
N -1.3414 0.3114 -0.6196 0.0 0.2 0.1 -0.485
C -1.2544 -1.1788 -0.7141 2.4 -0.7 -0.9 0.195
Br -2.7884 -2.2134 -1.3904 0.9 1.0 1.1 0.167
O -0.6024 -1.5844 0.4964 -0.7 0.1 1.0 -0.546
C 0.5311 -0.7042 0.7942 -2.0 0.3 -3.5 0.536
C 1.7329 -1.4994 0.1218 1.2 -0.2 0.8 -0.574
C 1.8310 -2.9264 0.8500 -0.9 -1.1 -0.8 0.803
O 1.2353 -3.8697 0.3715 1.0 1.6 0.7 -0.517
O 2.5526 -3.1298 2.0561 -1.9 0.6 -0.3 -0.542
C 1.7271 -3.7504 3.0473 -1.3 -2.2 2.1 0.805
C 0.2667 -3.2029 3.4121 0.7 0.9 -0.3 -0.741
O 2.1016 -4.7100 3.6935 0.4 2.1 -1.8 -0.523
O 0.6248 -0.3016 2.1723 2.7 -0.9 0.5 -0.470
C 1.9332 -0.1292 2.5692 -1.3 -1.3 -1.6 0.534
N 3.0886 -0.2188 2.6713 -1.4 0.7 0.4 -0.348
C -0.0289 0.6313 0.0112 2.3 1.0 2.1 0.112
F -0.1457 1.5966 1.0777 -0.6 -1.0 -1.9 -0.347
Si 1.1654 1.5551 -1.1976 0.9 2.5 -1.1 1.571
C 0.3795 3.2944 -1.4773 -0.5 0.4 0.4 -1.117
C 1.4340 0.6756 -2.8707 0.2 -0.6 -1.0 -1.149
C 2.8985 1.8686 -0.4227 0.2 -0.8 1.0 -1.116
H -3.8820 -1.7330 2.3763 0.5 1.9 -0.7 0.251
H -3.3488 0.9360 -0.9667 0.6 0.7 0.9 0.397
H -2.4622 2.0164 0.2325 0.3 -1.2 -0.8 0.298
H -1.2994 0.6830 -1.5938 -0.7 0.4 -0.1 0.503
H -0.4895 -1.3207 -1.5536 -1.1 0.0 1.0 0.198
H 1.5115 -1.7501 -0.9677 -0.1 0.4 1.6 0.275
H 2.7175 -0.9440 0.1163 -1.1 -0.6 0.4 0.273
H 0.4073 -2.1593 3.8551 -0.3 -1.3 -0.8 0.237
H -0.2031 -3.8227 4.2416 0.9 0.5 -1.4 0.255
H -0.3969 -3.1629 2.4935 0.8 0.1 1.2 0.255
H 1.1076 4.1324 -1.2358 -0.6 -1.1 -0.2 0.234
H 0.0226 3.4410 -2.5392 0.1 -0.3 1.2 0.301
H -0.5137 3.4586 -0.7845 1.0 -0.2 -1.2 0.273
H 1.0508 1.3165 -3.7351 0.3 -0.8 1.3 0.289
H 2.5470 0.5020 -3.0686 -1.4 0.2 0.4 0.248
H 0.9417 -0.3403 -2.9710 0.5 1.1 0.0 0.226
H 2.8643 1.9436 0.7162 0.0 0.0 -1.4 0.251
H 3.5540 0.9686 -0.6600 -0.4 1.3 0.2 0.222
H 3.3526 2.8359 -0.8085 -0.6 -1.3 0.3 0.264
C -3.8872 3.0991 -2.6951 -0.5 -1.3 0.7 0.925
O -4.1606 4.2768 -3.0114 0.1 0.7 -0.3 -0.850
O -2.7372 2.5419 -2.8596 4.0 -0.2 -0.6 -0.995
O -4.7040 2.2720 -2.1594 -2.2 -0.6 1.3 -0.931
```
Positions in Å, forces in eV/Å.

Its HOMO energy is -0.052 Ha. The charge is -1.



The following is a DFT calculation (ωB97M-V/def2-TZVPD) of a cluster of 3 separate species, C15H19FN3 in total.

The geometry in XYZ format:
```
38
Properties=species:S:1:pos:R:3:forces:R:3:nbo_charge:R:1
C -2.0817 -1.5591 -1.2108 0.1 0.0 0.0 -0.478
C -0.7693 -1.7744 -1.2300 0.1 0.1 0.0 -0.152
C 0.2026 -1.1895 -0.2222 0.0 0.1 -0.2 -0.259
N 1.0333 -0.1183 -0.6993 -0.1 0.1 0.0 -0.837
C 0.2519 1.0432 -1.0265 0.0 0.0 0.0 -0.260
C -0.3856 1.7027 0.1962 0.1 0.1 -0.1 0.041
F -1.4072 2.6273 -0.1579 -0.1 0.1 0.0 -0.421
H -2.4904 -0.7981 -0.5532 -0.2 -0.3 0.3 0.198
H -2.7750 -2.1172 -1.8322 0.0 0.3 -0.3 0.174
H -0.3240 -2.3558 -2.0369 0.0 -0.3 0.2 0.171
H -0.4097 -0.9622 0.6815 0.0 0.0 0.0 0.109
H 0.8557 -2.0209 0.0809 0.0 0.0 0.1 0.168
H -0.5644 0.8980 -1.7695 0.0 -0.1 0.1 0.134
H 0.9223 1.7938 -1.4690 0.0 0.0 -0.1 0.157
H -0.8500 0.9765 0.8596 -0.1 0.0 0.0 0.148
H 0.3561 2.2827 0.7459 0.1 -0.1 0.1 0.138
N 4.9863 -2.5521 -1.5004 0.0 0.0 0.0 -0.441
C 6.1164 -2.0174 -1.9642 0.0 0.0 0.0 0.004
C 6.2462 -0.6843 -2.3159 0.0 0.0 0.0 -0.281
C 5.1384 0.1446 -2.1816 0.0 0.0 0.0 -0.189
C 3.9540 -0.3884 -1.7046 0.1 0.1 0.0 -0.248
C 3.9357 -1.7397 -1.3781 0.0 0.0 0.0 0.045
H 6.9613 -2.6937 -2.0581 0.0 0.0 0.0 0.172
H 7.1927 -0.3087 -2.6849 0.0 0.0 0.0 0.200
H 5.2013 1.1937 -2.4469 0.0 0.0 0.0 0.202
H 3.0311 0.1675 -1.5544 -0.1 -0.1 0.1 0.297
H 3.0147 -2.1670 -0.9991 0.0 0.0 0.0 0.210
N -4.1203 0.3667 1.3898 -0.1 0.0 -0.1 -0.406
C -3.8775 -0.2273 2.5535 0.1 0.0 0.0 0.038
C -4.0230 0.4068 3.7794 0.0 0.0 0.0 -0.267
C -4.4459 1.7264 3.7930 0.0 0.0 0.0 -0.178
C -4.7036 2.3541 2.5854 0.0 0.0 0.0 -0.264
C -4.5213 1.6345 1.4123 0.0 -0.1 0.1 0.049
H -3.5380 -1.2561 2.4984 0.0 0.0 0.0 0.197
H -3.8044 -0.1237 4.6967 0.0 0.0 0.0 0.212
H -4.5699 2.2572 4.7288 0.0 0.0 0.0 0.207
H -5.0353 3.3832 2.5465 0.0 0.0 0.0 0.212
H -4.7033 2.0950 0.4481 0.0 0.0 0.0 0.197
```
Positions in Å, forces in eV/Å.

Its HOMO energy is -0.079 Ha. The charge is -1.



no.,E_tot (eV)
1,-19938.5267
2,-19932.7006
3,-2132723.7280
4,-347150.5545
5,-115852.4879
6,-23049.0344